A) The following is a quantum chemistry calculation of an isolated ion of composition C2H8N3 and charge +1, from OMol25.

Structure (XYZ):
```
13
Properties=species:S:1:pos:R:3:mulliken_charge:R:1
H 2.406 0.380 -1.714 0.307
H 0.306 0.221 2.361 0.259
H 1.570 -0.427 0.511 0.251
C 1.375 -0.172 -1.494 -0.796
N 0.875 -0.037 -0.077 -0.237
H 0.721 0.423 -2.200 0.274
H -1.310 0.723 -1.186 0.200
N -1.414 0.139 -0.413 -0.368
H -1.494 0.155 1.921 0.215
C -0.369 -0.076 0.417 0.709
N -0.500 0.059 1.744 -0.366
H -2.348 0.058 -0.064 0.225
H 1.381 -1.173 -1.942 0.325
```

- Structure (SMILES): CNC(N)=[NH2+]
- Highest occupied orbital energy: -15.3 eV
- Total charge: +1
- Orbital gap: 11.7 eV

B) The following is a quantum chemistry calculation of a 2-piece molecular cluster, C2H8N3 overall, from OMol25.

Structure (XYZ):
```
13
Properties=species:S:1:pos:R:3:mulliken_charge:R:1
N -0.778 -0.126 -0.692 -0.085
H -1.279 0.287 1.289 0.301
H -2.641 -0.089 0.260 0.386
H 1.416 1.268 -0.358 0.236
H -0.819 1.311 -0.770 0.430
C -1.653 -0.393 0.456 -0.756
N 2.619 -0.266 0.227 -0.283
H 3.247 0.394 0.597 0.257
H -1.685 -1.454 0.550 0.348
H -0.954 -0.511 -1.665 0.367
H 2.539 -1.181 0.450 0.248
C 1.438 0.187 -0.141 0.094
N 0.487 -0.619 -0.299 -0.541
```

- Highest occupied orbital energy: -14.5 eV
- Total charge: +1
- Orbital gap: 9.7 eV

C) The following is a quantum chemistry calculation of a 2-piece molecular cluster, C2H8N3 overall, from OMol25.

Structure (XYZ):
```
13
Properties=species:S:1:pos:R:3:mulliken_charge:R:1
H -3.257 -0.233 -0.168 0.295
N -2.493 0.412 -0.041 -0.706
H -2.606 0.896 0.838 0.262
C 1.554 0.672 0.168 -0.969
N 0.166 -1.284 -0.044 0.425
H 1.816 -1.081 -1.125 0.274
H 2.045 -1.438 0.585 0.264
H 2.112 0.850 1.083 0.312
N -0.947 -1.313 0.003 -0.095
H 0.570 1.119 0.279 0.350
H 2.060 1.174 -0.651 0.307
C 1.453 -0.838 -0.118 0.021
H -2.472 1.065 -0.809 0.259
```

- Highest occupied orbital energy (alpha / beta): -14.4 / -14.4 eV
- Total charge: +1
- Orbital gap (alpha / beta): 9.6 / 9.6 eV

D) The following is a quantum chemistry calculation of an isolated ion of composition C2H8N3 and charge +1, from OMol25.

Structure (XYZ):
```
13
Properties=species:S:1:pos:R:3:mulliken_charge:R:1
C 0.405 -0.458 0.085 0.398
N 0.339 -1.814 0.718 -0.510
H 2.394 -0.547 -0.384 0.281
H -0.615 -2.197 0.773 0.288
N -0.762 1.591 -0.638 -0.587
C -0.723 0.476 0.323 -0.542
N 1.482 -0.102 -0.517 -0.259
H -0.690 0.881 1.312 0.394
H -1.524 1.555 -1.289 0.228
H 0.845 -2.575 0.332 0.286
H -0.764 2.365 -0.033 0.230
H -1.664 0.070 0.371 0.468
H 1.277 0.756 -1.053 0.325
```

- Structure (SMILES): NCC(N)=[NH2+]
- Highest occupied orbital energy: -14.9 eV
- Total charge: +1
- Orbital gap: 10.6 eV

The calculated energies rank the structures as follows, beginning with the most stable: A), D), C), B).

A) The following is a quantum chemistry calculation of C34H35BrIrN3O3 as an isolated structure, from OMol25.

Structure (XYZ):
```
77
Properties=species:S:1:pos:R:3:mulliken_charge:R:1
Br 1.027 -1.529 -1.789 -0.240
H -2.408 3.845 0.257 0.458
N 0.584 0.108 3.814 0.159
H -0.315 1.876 4.451 0.258
C 3.962 4.347 -2.824 -2.031
C 2.652 2.240 -2.320 -0.349
C -1.234 -7.093 -0.236 -0.796
H 1.281 -0.869 5.500 0.297
H 4.902 4.717 -3.227 0.443
H -0.024 5.018 -2.322 0.303
H -5.013 1.325 1.765 0.486
H 1.114 1.356 5.391 0.331
H -5.646 -2.896 1.721 0.388
H 0.496 3.739 1.183 0.210
C 0.678 1.424 4.397 -0.874
Ir -1.104 -1.519 -0.092 1.822
C 1.302 0.357 -1.769 0.015
C 3.949 2.815 -2.856 1.880
H 4.213 1.295 -4.406 0.313
C 0.028 -7.090 -0.818 -0.611
C 0.212 4.410 0.375 -1.702
C -4.661 0.327 1.552 -0.735
H 1.174 -3.129 4.421 0.433
H 6.058 2.599 -2.399 0.433
C -3.146 -5.927 0.758 -0.911
H -3.615 -6.870 0.993 0.435
C 0.407 -2.342 2.541 0.452
H 3.861 4.725 -1.809 0.371
C -0.889 4.515 -1.899 -1.819
C 0.048 -4.694 -0.675 -0.618
C -3.387 0.145 1.021 -0.316
H 0.497 -8.021 -1.104 0.392
H -1.486 2.415 0.743 0.094
O -0.787 0.514 -0.714 -1.387
C -1.243 -4.648 -0.122 0.778
H 3.156 4.749 -3.433 0.398
C -5.007 -2.048 1.538 -0.710
H -1.594 5.273 -1.567 0.473
H 1.661 -5.855 -1.439 0.444
H 5.091 1.198 -1.947 0.354
H 1.105 4.909 0.007 0.368
C 0.668 -5.882 -1.015 -1.038
C -0.505 3.601 -0.721 2.366
H 0.604 -3.789 -0.804 0.292
C -3.710 -2.256 1.025 0.132
H 3.304 2.715 -4.922 0.378
C 0.445 2.534 -1.246 -0.277
H 1.296 2.057 3.759 0.253
N 0.004 -1.178 1.949 -0.256
C -1.874 -5.911 0.124 1.292
C 0.943 -1.013 4.482 0.121
C 0.236 1.112 -1.192 1.186
H 3.169 0.181 -2.745 0.492
H -0.460 5.166 0.773 0.467
H 5.056 2.810 -4.714 0.464
O -0.246 1.073 1.952 -0.608
C 4.141 2.375 -4.316 -1.695
H -6.465 -0.636 2.195 0.364
H -4.699 -4.736 1.572 0.331
N -1.859 -3.472 0.164 0.150
C -3.124 -3.524 0.770 1.239
H -2.769 1.002 0.835 0.750
H -1.356 3.929 -2.689 0.373
C -2.909 -1.115 0.740 -0.329
C 2.448 0.861 -2.321 -0.086
C -5.468 -0.780 1.798 -0.909
C 0.887 -2.228 3.907 -1.055
H -1.743 -8.027 -0.054 0.393
O 0.351 -3.393 1.912 -0.529
H -2.333 2.444 -0.822 0.515
C 1.629 3.013 -1.789 -0.431
C 0.078 0.038 2.508 0.209
H 5.014 2.661 -0.972 0.373
H 1.758 4.079 -1.789 0.194
C -1.774 3.034 -0.100 -2.093
C -3.740 -4.740 1.076 -1.073
C 5.102 2.283 -1.989 -1.645
```

- Highest occupied orbital energy (alpha / beta): -7.2 / -7.2 eV
- Orbital gap (alpha / beta): 5.7 / 5.7 eV

B) The following is a quantum chemistry calculation of C34H35BrIrN3O3 as an isolated structure, from OMol25.

Structure (XYZ):
```
77
Properties=species:S:1:pos:R:3:mulliken_charge:R:1
C 2.112 -1.163 2.146 0.997
C -2.221 3.669 1.600 -2.401
C -0.053 -2.185 2.168 -0.604
C -0.653 3.311 -0.283 -1.494
H -5.952 2.123 0.173 0.307
H 5.305 3.317 -2.858 0.412
H 5.953 1.390 1.459 0.430
C -3.417 -0.981 -0.169 -0.218
Ir 1.098 -1.238 -0.519 3.247
C -1.313 0.301 -0.063 0.650
C 3.065 -0.383 1.362 1.099
H -5.505 1.154 2.514 0.312
H -6.156 1.029 -1.197 0.357
H -7.399 1.117 0.062 0.462
H -6.959 0.164 2.358 0.456
C 4.580 1.321 -0.208 1.202
H -7.306 -1.312 0.423 0.424
C 5.279 2.237 -1.025 -0.808
C 2.649 -1.980 -4.872 -1.035
H -0.648 1.864 2.877 0.310
N 3.246 -3.370 -3.044 0.216
H -0.715 -2.903 4.071 0.436
H 1.345 -2.233 5.265 0.403
H 0.333 3.209 2.275 0.475
C 2.477 -2.594 -2.234 0.192
H 0.520 1.592 1.574 0.120
H -3.939 2.039 1.173 0.421
H 4.556 -0.061 2.888 0.469
C -5.886 0.197 2.154 -1.604
C 3.532 2.094 -2.665 -1.222
H -3.898 -1.909 -0.444 0.518
C 4.771 2.611 -2.237 -0.743
C 3.372 0.760 -0.672 0.291
H -2.692 3.270 2.501 0.411
N 2.696 -0.158 0.103 -0.057
C 0.960 -1.561 1.441 0.222
H -6.101 -1.489 -0.852 0.413
H -5.401 -0.595 2.728 0.360
H -0.191 4.259 0.006 0.462
C -2.032 1.374 0.532 -0.939
H 1.881 0.830 -2.241 0.830
H 0.104 2.673 -0.733 0.084
C 3.957 -4.507 -2.477 -0.920
H -1.642 4.548 1.889 0.457
C -1.286 2.647 0.949 2.386
O -0.026 0.418 -0.318 -1.327
O 1.262 -0.128 -4.369 -0.678
H 6.213 2.647 -0.661 0.425
H 3.927 -3.681 -4.987 0.310
N 1.792 -1.545 -2.669 -0.324
H -1.416 3.523 -1.036 0.328
C 1.244 -2.042 4.205 -0.883
C -6.234 -1.317 0.218 -2.167
H -0.967 -2.497 1.680 0.342
C 4.262 0.170 1.875 -1.189
C 5.023 0.974 1.090 -1.001
H 2.711 -1.721 -5.918 0.430
C 1.829 -1.139 -3.992 0.505
H -3.004 4.002 0.915 0.408
H 3.149 -1.096 4.040 0.372
H -5.796 -2.156 0.762 0.412
H 4.628 -4.176 -1.686 0.296
C -0.199 2.300 1.981 -1.337
H 3.255 -5.224 -2.055 0.301
C -6.323 1.140 -0.124 -1.621
C 3.308 -3.035 -4.380 0.047
C 2.257 -1.408 3.511 -0.641
Br -1.078 -2.305 -1.132 -0.262
H 4.532 -4.982 -3.267 0.312
C -3.395 1.221 0.722 -0.222
C 0.088 -2.418 3.529 -0.841
C -4.121 0.070 0.386 -0.510
O 2.383 -2.859 -0.989 -0.960
C -5.624 0.016 0.653 1.910
C -2.056 -0.836 -0.370 0.178
H 3.106 2.414 -3.606 0.491
C 2.841 1.190 -1.905 -0.890
```

- Highest occupied orbital energy: -7.3 eV
- Orbital gap: 6.9 eV

The calculated energies rank the structures as follows, beginning with the most stable: B), A).

A) The following is a quantum chemistry calculation of a 2-piece molecular cluster, C2H4BrFO overall, from OMol25.

Structure (XYZ):
```
9
Properties=species:S:1:pos:R:3:mulliken_charge:R:1
Br -1.383 -2.563 0.339 -0.158
H 0.685 -2.169 -2.073 0.335
H -0.170 1.412 -0.133 0.297
H 0.820 0.350 0.995 0.301
H -1.000 0.506 1.230 0.316
O 0.702 -1.626 -1.264 -0.383
C -0.136 0.640 0.611 -0.797
C -0.495 -1.276 -0.830 0.287
F -1.350 -0.893 -1.799 -0.196
```

- Highest occupied orbital energy (alpha / beta): -8.7 / -8.7 eV
- Orbital gap (alpha / beta): 8.7 / 8.6 eV

B) The following is a quantum chemistry calculation of one molecule with the formula C2H4BrFO, from OMol25.

Structure (XYZ):
```
9
Properties=species:S:1:pos:R:3:mulliken_charge:R:1
H -0.367 -0.784 1.563 0.306
H 1.675 -0.599 -0.204 0.254
H -0.373 0.866 -1.425 0.298
H 1.119 0.724 0.869 0.213
C -0.551 -0.411 0.469 -0.110
C 0.806 0.174 -0.061 -0.203
Br -2.113 0.686 0.260 -0.109
F -0.792 -1.611 -0.210 -0.233
O 0.596 0.957 -1.261 -0.417
```

- Structure (SMILES): OC[C@H](F)Br
- Highest occupied orbital energy: -10.7 eV
- Orbital gap: 11.4 eV

The calculated energies rank the structures as follows, beginning with the most stable: B), A).